1) Formula: C3H8O3S
Source: the OMol25 dataset
Level of theory: the ωB97M-V functional and the def2-TZVPD basis

## Properties
Net charge: 0
HOMO-LUMO gap: 9.810 eV
SMILES: O=C(O)CCS.O

Structure (XYZ):
```
15
Properties=species:S:1:pos:R:3:lowdin_charge:R:1
S -1.16 2.13 1.09 0.68
O 4.61 0.42 1.14 -0.03
O -1.70 -2.09 -1.45 0.11
O 0.30 -1.87 -0.50 0.10
C -0.84 -1.37 -1.00 -0.55
C -1.34 0.38 0.58 -0.54
C -1.05 0.12 -0.94 -0.15
H -2.34 0.00 0.76 0.08
H 0.50 -2.66 -1.02 0.13
H -1.98 0.35 -1.45 0.11
H -0.32 0.75 -1.45 0.11
H 3.79 -0.03 1.26 0.01
H -2.25 2.68 0.49 -0.14
H -0.60 -0.11 1.21 0.06
H 4.37 1.32 1.28 0.02
```

=====

2) Formula: C3H8O3S
Source: the OMol25 dataset
Level of theory: the ωB97M-V functional and the def2-TZVPD basis

## Properties
Net charge: 0
HOMO-LUMO gap: 9.986 eV
SMILES: O=C(O)CCS.O

Structure (XYZ):
```
15
Properties=species:S:1:pos:R:3:lowdin_charge:R:1
S -0.61 0.13 0.81 0.73
O 3.61 4.02 3.30 -0.06
O 0.10 -3.14 -0.78 0.12
O -2.04 -2.63 -0.42 0.08
C -0.86 -1.12 -1.73 -0.16
C -0.82 -2.39 -0.92 -0.60
C -1.13 0.18 -0.92 -0.53
H 4.20 4.72 3.01 0.03
H -0.58 0.97 -1.42 0.06
H -1.60 -1.27 -2.50 0.12
H -2.02 -3.42 0.14 0.13
H 0.71 0.12 0.57 -0.13
H -2.19 0.42 -0.94 0.07
H 3.14 4.40 4.05 0.03
H 0.08 -0.99 -2.25 0.11
```

=====

Ranking the structures above by stability puts 2) first and 1) last.